*P*
Molecular formula: C3H6N2O
Method: DFT, ωB97M-V/def2-TZVPD

```
12
Properties=species:S:1:pos:R:3:nbo_charge:R:1
O 0.9883 -0.2919 1.0301 -0.52
N -1.3260 0.3016 0.2861 -0.46
N -1.8307 -0.8800 -0.2226 -0.68
C 1.0892 0.5604 -0.9290 -0.38
C 0.0374 0.6444 0.3562 0.22
C 1.8822 -0.0564 0.0321 0.15
H -1.7628 0.3806 1.2388 0.36
H 0.1261 1.6214 0.9182 0.20
H -1.8149 -1.7265 0.3619 0.34
H -1.3978 -1.2589 -1.1505 0.36
H 1.2376 1.2060 -1.7871 0.22
H 2.7713 -0.5008 -0.1341 0.19
```

Summary:
- HOMO (hartree) = -0.315
- total charge = 0
- gap between HOMO and LUMO (eV) = 9.54

*Q*
Molecular formula: C3H6N2O
Method: DFT, ωB97M-V/def2-TZVPD

```
12
Properties=species:S:1:pos:R:3:nbo_charge:R:1
O 0.5531 1.5828 -0.5697 -0.88
N -2.2961 0.2022 -0.0552 -0.51
N -1.1145 0.5213 0.3836 0.02
C 2.2445 -0.7527 -0.1505 -0.56
C -0.2378 -0.5268 0.5149 -0.26
C 1.0422 -0.3482 0.1699 0.31
H -2.9927 0.9308 -0.0438 0.39
H 3.1179 -0.1702 0.1190 0.24
H 0.3747 2.2443 0.1126 0.44
H -0.6119 -1.4535 0.9449 0.22
H -2.4696 -0.6301 -0.6131 0.37
H 2.3901 -1.5997 -0.8125 0.23
```

Summary:
- HOMO (spin up / spin down) (hartree) = -0.285 / -0.285
- total charge = 0
- gap between HOMO and LUMO (spin up / spin down) (eV) = 7.15 / 7.14

*R*
Molecular formula: C3H6N2O
Method: DFT, ωB97M-V/def2-TZVPD

```
12
Properties=species:S:1:pos:R:3:nbo_charge:R:1
O -1.3145 -1.9204 -2.6643 -0.56
N 0.0067 -0.9977 -1.0204 -0.66
N 0.9479 0.3065 0.6453 -0.62
C 0.3843 1.3211 1.5611 -0.40
C -1.1533 -1.1121 -1.7899 0.55
C -0.0110 0.0815 -0.2277 0.17
H 1.7557 -0.3009 0.8366 0.38
H -1.8826 -0.3519 -1.4544 0.14
H 0.4068 2.2848 1.0474 0.21
H -0.6764 1.0875 1.7226 0.22
H 0.7465 -1.6841 -1.1520 0.38
H 0.8965 1.3512 2.5166 0.19
```

Summary:
- HOMO (hartree) = -0.318
- total charge = 0
- gap between HOMO and LUMO (eV) = 9.63

*S*
Molecular formula: C3H6N2O
Method: DFT, ωB97M-V/def2-TZVPD

```
12
Properties=species:S:1:pos:R:3:nbo_charge:R:1
O -1.0477 0.8858 1.7609 -0.60
N 0.0080 -0.2505 0.0778 -0.29
N 0.0968 0.6277 -1.0111 -0.25
C -0.1837 1.9364 -0.8711 -0.12
C -0.5518 -0.1559 1.3185 0.51
C 0.6518 -1.5156 -0.2657 -0.42
H -0.0506 2.5457 -1.7565 0.19
H -0.7240 2.3590 0.0064 0.21
H -0.5197 -1.1000 1.8789 0.13
H 0.8990 -1.3627 -1.3202 0.24
H 1.4722 -1.6621 0.4693 0.20
H -0.0502 -2.3079 -0.2871 0.20
```

Summary:
- HOMO (hartree) = -0.341
- SMILES = C=NN(C)C=O
- total charge = 0
- gap between HOMO and LUMO (eV) = 9.98

Most stable = *R*

*P*
Molecular formula: C3H6N2O
Method: DFT, ωB97M-V/def2-TZVPD

```
12
Properties=species:S:1:pos:R:3:nbo_charge:R:1
O 1.9725 0.1276 0.5936 -0.55
N -1.2633 0.8760 -1.9709 -0.72
N 0.2251 -1.0045 -1.5189 -0.74
C 0.9755 -0.4676 0.9324 0.45
C -0.4549 -0.0018 -1.7113 0.67
C -0.3166 0.2088 1.3352 -0.73
H 0.9713 -1.5714 1.0279 0.12
H -1.1695 -0.4758 1.2987 0.23
H -1.4399 1.6313 -1.3230 0.40
H 1.2079 -0.9673 -1.7634 0.41
H -0.1830 0.5466 2.3670 0.25
H -0.5250 1.0979 0.7326 0.22
```

Summary:
- HOMO (hartree) = -0.365
- SMILES = N=C=N.CC=O
- total charge = 0
- gap between HOMO and LUMO (eV) = 10.80

*Q*
Molecular formula: C3H6N2O
Method: DFT, ωB97M-V/def2-TZVPD

```
12
Properties=species:S:1:pos:R:3:nbo_charge:R:1
O -0.1692 0.7257 -2.4013 -0.57
N -0.9684 0.1352 -1.4253 -0.13
N 0.4490 0.0486 1.5364 -0.60
C -0.8047 -0.5236 0.9816 -0.26
C -0.3089 -0.1193 -0.3795 0.21
C 1.0567 0.1828 0.1876 -0.29
H -1.7155 -0.0033 1.2974 0.21
H -0.8326 1.1430 -2.9651 0.48
H 1.4616 1.1755 -0.0380 0.21
H -0.9327 -1.6048 1.1199 0.20
H 0.9471 -0.5883 2.1461 0.36
H 1.8177 -0.5716 -0.0601 0.20
```

Summary:
- HOMO (hartree) = -0.338
- SMILES = ON=C1CNC1
- total charge = 0
- gap between HOMO and LUMO (eV) = 10.25

*R*
Molecular formula: C3H6N2O
Method: DFT, ωB97M-V/def2-TZVPD

```
12
Properties=species:S:1:pos:R:3:nbo_charge:R:1
O 0.9331 0.5070 1.7202 -0.73
N -0.6071 -0.6964 0.4822 -0.58
N 1.7810 0.2413 -0.4059 -0.81
C -1.2549 -0.3568 -0.7538 -0.21
C -0.6317 0.7484 0.0109 -0.18
C 0.7550 0.4700 0.4833 0.65
H 2.4703 -0.3808 -0.0057 0.39
H -0.7597 -0.7437 -1.6516 0.20
H -2.3402 -0.3752 -0.8056 0.22
H -0.5078 -0.5627 1.5304 0.48
H -1.2781 1.4260 0.5734 0.21
H 1.5213 -0.0039 -1.3512 0.37
```

Summary:
- HOMO (hartree) = -0.331
- SMILES = N[C@@]1([O-])[C@H]2C[N@H+]21
- total charge = 0
- gap between HOMO and LUMO (eV) = 9.88

*S*
Molecular formula: C3H6N2O
Method: DFT, ωB97M-V/def2-TZVPD

```
12
Properties=species:S:1:pos:R:3:nbo_charge:R:1
O -2.3000 -0.8990 -1.2873 -0.69
N 1.1267 1.2345 1.2919 -0.80
N 0.4229 -0.6369 -1.5599 -0.41
C 1.1155 -0.3402 -0.5717 0.22
C 1.1888 -0.0513 0.7336 -0.16
C -1.0355 -0.6556 -0.7800 0.09
H 1.8777 1.4202 1.9447 0.37
H 1.0966 1.9647 0.5914 0.37
H -0.9917 0.3455 -0.3695 0.15
H -0.8053 -1.4854 -0.1218 0.16
H 1.2793 -0.8654 1.4494 0.22
H -2.8140 -0.0801 -1.2823 0.48
```

Summary:
- HOMO (hartree) = -0.299
- SMILES = NC=C=NCO
- total charge = 0
- gap between HOMO and LUMO (eV) = 8.79

Most stable = *P*

*P*
Molecular formula: C3H6N2O
Method: DFT, ωB97M-V/def2-TZVPD

```
12
Properties=species:S:1:pos:R:3:nbo_charge:R:1
O 1.2273 -0.3718 1.1509 -0.70
N -1.2956 -0.6845 0.6305 -0.86
N 2.3834 0.1490 -1.9923 -0.32
C -0.6517 0.2057 -0.3255 -0.24
C 1.7265 0.3028 -1.0525 0.26
C 0.8356 0.4803 0.1208 -0.01
H -1.1767 1.1606 -0.4268 0.20
H 0.4189 -0.8953 1.3453 0.50
H -1.9374 -0.2030 1.2490 0.38
H -0.6455 -0.2652 -1.3112 0.21
H 0.9315 1.5261 0.4460 0.20
H -1.7954 -1.4338 0.1700 0.38
```

Summary:
- HOMO (hartree) = -0.394
- SMILES = N#C[C@H](O)CN
- total charge = 0
- gap between HOMO and LUMO (eV) = 11.28

*Q*
Molecular formula: C3H6N2O
Method: DFT, ωB97M-V/def2-TZVPD

```
12
Properties=species:S:1:pos:R:3:nbo_charge:R:1
O 1.2599 -1.5337 2.1762 -0.52
N 1.4794 1.2933 -0.3470 -0.57
N 1.0890 0.0612 -0.3561 -0.21
C -1.3004 0.4759 -0.4915 -0.69
C 0.1747 -1.4354 1.8524 0.47
C -0.1453 -0.4253 -0.3467 -0.08
H 1.7349 -0.7227 -0.1062 0.40
H 0.5968 1.8315 -0.5608 0.30
H -0.3005 -1.4954 -0.1799 0.21
H -2.1482 -0.2721 -0.3794 0.24
H -1.0873 1.2854 0.2107 0.22
H -1.3531 0.9373 -1.4718 0.23
```

Summary:
- HOMO (spin up / spin down) (hartree) = -0.283 / -0.283
- total charge = 0
- gap between HOMO and LUMO (spin up / spin down) (eV) = 8.44 / 8.44

Most stable = *P*

*P*
Molecular formula: C3H6N2O
Method: DFT, ωB97M-V/def2-TZVPD

```
12
Properties=species:S:1:pos:R:3:nbo_charge:R:1
O -0.1391 2.2895 0.2458 -0.64
N 0.1355 0.0390 0.2509 -0.47
N -0.9509 1.0468 -1.5018 -0.84
C 0.2010 -1.3683 0.2241 -0.22
C -0.3035 1.2099 -0.2902 0.79
C 0.7110 -0.5393 1.3919 -0.19
H -0.8314 0.1766 -1.9961 0.38
H 0.9226 -1.8278 -0.4522 0.19
H 0.1354 -0.5462 2.3172 0.20
H -0.9466 1.8749 -2.0772 0.40
H -0.7195 -1.9344 0.3632 0.20
H 1.7856 -0.4207 1.5245 0.20
```

Summary:
- HOMO (hartree) = -0.348
- SMILES = NC(=O)N1CC1
- total charge = 0
- gap between HOMO and LUMO (eV) = 10.34

*Q*
Molecular formula: C3H6N2O
Method: DFT, ωB97M-V/def2-TZVPD

```
12
Properties=species:S:1:pos:R:3:nbo_charge:R:1
O 0.7808 1.8865 3.1427 -0.92
N -0.4941 -0.7963 -2.1320 -0.55
N 0.2092 -1.5587 -0.0854 -0.46
C -0.1186 -1.8902 -1.3851 0.17
C -0.1201 -0.2164 0.1065 -0.11
C -0.5733 0.2383 -1.1047 -0.11
H 0.0503 -2.7520 -1.9614 0.19
H -1.2370 -0.9138 -2.8087 0.41
H -0.8701 1.2912 -1.2931 0.21
H 1.5210 1.9423 2.5688 0.46
H 1.1237 2.4695 3.8171 0.46
H -0.2718 0.2998 1.1353 0.25
```

Summary:
- HOMO (hartree) = -0.325
- SMILES = c1c[nH]cn1.O
- total charge = 0
- gap between HOMO and LUMO (eV) = 9.72

Most stable = *P*

*P*
Molecular formula: C3H6N2O
Method: DFT, ωB97M-V/def2-TZVPD

```
12
Properties=species:S:1:pos:R:3:nbo_charge:R:1
O 1.8658 -0.8129 -0.0212 -0.55
N -0.5717 1.6729 0.2947 -0.68
N 0.5514 1.0604 -0.2802 -0.46
C -1.7870 -0.9306 -0.1659 -0.37
C -0.4521 -1.0281 0.1627 -0.33
C 0.8012 -0.2844 -0.0138 0.61
H -1.2144 2.1353 -0.6193 0.34
H -2.3802 0.0782 -0.6182 0.21
H 1.4063 1.5818 0.0109 0.38
H -1.3222 1.0662 0.8849 0.39
H -0.2608 -2.0338 0.6859 0.23
H -2.3851 -1.9996 -0.1746 0.23
```

Summary:
- HOMO (hartree) = -0.344
- SMILES = C=CC(=O)NN
- total charge = 0
- gap between HOMO and LUMO (eV) = 9.59

*Q*
Molecular formula: C3H6N2O
Method: DFT, ωB97M-V/def2-TZVPD

```
12
Properties=species:S:1:pos:R:3:nbo_charge:R:1
O -1.9803 -0.8848 -0.0107 -0.58
N -0.0163 0.3551 0.0670 -0.31
N 0.3521 1.6322 0.0519 -0.63
C 2.0566 -0.7894 -0.0605 -0.49
C -1.3976 0.1631 -0.1175 0.54
C 0.7197 -0.7930 0.1319 -0.02
H 0.8533 1.9342 -0.7829 0.36
H -1.9009 1.1866 -0.2355 0.13
H 0.1633 -1.6937 0.2747 0.24
H 2.5731 -1.7340 -0.1547 0.21
H 0.8257 1.8657 0.8953 0.36
H 2.7053 0.1241 -0.4674 0.20
```

Summary:
- HOMO (hartree) = -0.324
- SMILES = C=CN(N)C=O
- total charge = 0
- gap between HOMO and LUMO (eV) = 9.68

Most stable = *Q*

*P*
Molecular formula: C3H6N2O
Method: DFT, ωB97M-V/def2-TZVPD

```
12
Properties=species:S:1:pos:R:3:nbo_charge:R:1
O 2.6319 -1.6288 -0.0410 -0.57
N 0.8286 -0.3973 -0.6362 -0.63
N -0.7860 0.8252 -1.6196 -0.67
C -0.3561 0.3400 -0.5246 0.45
C 1.6210 -1.0429 0.2783 0.54
C -1.0363 0.4691 0.8183 -0.70
H -0.3526 0.7301 1.6314 0.23
H -1.6500 1.3406 -1.4718 0.34
H 1.1693 -0.4438 -1.5901 0.42
H 1.2700 -0.9886 1.3224 0.12
H -1.5489 -0.4613 1.0864 0.24
H -1.7907 1.2577 0.7464 0.23
```

Summary:
- HOMO (hartree) = -0.365
- SMILES = [H]/N=C(\C)NC=O
- total charge = 0
- gap between HOMO and LUMO (eV) = 10.69

*Q*
Molecular formula: C3H6N2O
Method: DFT, ωB97M-V/def2-TZVPD

```
12
Properties=species:S:1:pos:R:3:nbo_charge:R:1
O -2.0806 0.2046 -0.2739 -0.55
N -0.7216 0.3587 0.2901 -0.19
N 1.3568 1.0849 -0.1165 -0.42
C 0.0598 1.4005 -0.0250 0.21
C -0.1528 -0.8299 -0.0164 -0.26
C 1.3276 -0.4263 -0.1296 -0.30
H -0.1628 -1.6282 0.9000 0.20
H -2.5563 0.3457 0.4051 0.45
H -0.7467 -1.2766 -0.8984 0.23
H 2.1824 -0.9233 -0.8392 0.22
H 1.9930 -0.6048 0.7644 0.21
H -0.4989 2.2947 -0.0607 0.20
```

Summary:
- HOMO (hartree) = -0.318
- SMILES = ON1C=NCC1
- total charge = 0
- gap between HOMO and LUMO (eV) = 9.47

Most stable = *P*